The following is a quantum chemistry calculation of C2H4Cl2N2O in the gas phase at a distorted geometry, from the OMol25 dataset.

XYZ file:
```
11
Properties=species:S:1:pos:R:3:forces:R:3
C 0.3386 -0.5509 -0.1390 2.80 0.43 3.70
C 0.3114 0.8677 0.5462 1.99 0.24 1.48
H -1.1436 0.4621 -1.5357 -3.14 -2.32 2.40
H -0.9799 -1.9880 -0.7756 0.28 -0.37 -0.28
H 2.1524 -0.5611 0.5662 -1.46 -1.38 -1.74
H 1.2490 1.0909 1.2727 -1.33 -0.64 -3.06
N -0.8916 -1.1089 -0.3010 -0.64 1.19 -1.03
N 1.4648 -1.1830 -0.0055 -0.30 1.23 0.32
O -1.8105 -0.1538 -0.8700 3.09 1.64 -2.46
Cl -0.7800 0.9488 1.9034 -1.50 0.07 0.33
Cl 0.0894 2.1761 -0.6618 0.21 -0.10 0.34
```
Forces are in eV/Å.

Values from the calculation:
**Total charge**: 0
**Lowest unoccupied orbital energy**: 0.29 eV
**SMILES**: [H]/N=C(/NO)C(Cl)Cl
**Frontier orbital gap**: 10.20 eV
**Max |F|**: 4.66 eV/A

Mulliken atomic charge list, values in e, 4 entries: atom 1 (C): 0.284, atom 2 (C): -0.013, atom 3 (H): 0.387, atom 4 (H): 0.249


The following is a quantum chemistry calculation of a molecular structure, C40H34N3P2PtS at a distorted geometry, from the OMol25 dataset.

XYZ file:
```
81
Properties=species:S:1:pos:R:3:forces:R:3
Pt -0.0275 0.6227 0.3262 0.11 -1.22 2.26
C -2.2014 -1.5476 1.7469 0.05 0.22 0.09
P -2.2426 -0.3362 0.3527 0.30 -0.50 -0.29
C -3.9468 0.2931 0.3771 0.33 0.46 0.01
C -5.0177 -0.4736 0.8309 0.01 0.01 0.05
C -6.3029 0.0428 0.7910 -0.03 -0.02 -0.01
C -6.5278 1.3262 0.3126 0.00 -0.01 0.01
C -5.4644 2.0971 -0.1321 -0.03 0.03 -0.03
C -4.1784 1.5814 -0.1007 0.03 -0.03 0.01
C -2.2158 -1.3981 -1.1427 0.18 0.23 -0.16
C -3.2608 -2.2708 -1.4383 -0.01 -0.01 0.06
C -3.2301 -3.0381 -2.5915 -0.05 0.00 0.06
C -2.1502 -2.9532 -3.4583 0.00 -0.05 -0.05
C -1.0996 -2.0975 -3.1716 0.03 0.01 -0.03
C -1.1384 -1.3149 -2.0279 -0.14 -0.01 0.11
C -0.8327 -1.5981 2.3315 0.13 -0.65 0.42
C -0.2990 -2.3683 3.3560 -0.46 0.14 -0.39
C 1.0535 -2.0029 3.4921 0.35 0.42 -0.16
C 1.3052 -1.0079 2.5607 0.10 -0.64 0.30
C 2.5176 -0.2170 2.2124 -0.22 0.26 -0.03
P 2.3339 0.2493 0.4353 0.05 0.95 0.76
C 3.2854 1.7716 0.1993 -0.22 0.01 -0.24
C 4.3450 2.1633 1.0118 -0.03 -0.08 0.00
C 4.9557 3.3908 0.8010 0.04 0.00 0.04
C 4.5308 4.2157 -0.2306 0.04 0.06 -0.01
C 3.4939 3.8184 -1.0631 0.00 0.00 -0.01
C 2.8659 2.6043 -0.8405 0.09 -0.04 0.07
C 3.2722 -1.0747 -0.3703 -0.64 -0.05 -0.38
C 2.7458 -2.3665 -0.3114 -0.05 0.06 0.05
C 3.4674 -3.4270 -0.8314 0.00 -0.03 -0.01
C 4.7027 -3.1990 -1.4238 0.01 0.01 0.00
C 5.2138 -1.9116 -1.5013 0.03 -0.03 -0.02
C 4.4998 -0.8426 -0.9809 -0.02 0.06 0.04
N 0.1511 -0.7860 1.8669 -0.13 1.15 -2.00
H -2.5111 -2.5233 1.3657 -0.08 0.04 0.00
H -2.9260 -1.2266 2.4995 -0.04 0.01 -0.06
H -4.8623 -1.4703 1.2233 0.01 0.00 0.02
H -7.1319 -0.5607 1.1361 0.00 0.01 0.02
H -7.5330 1.7258 0.2944 0.00 0.00 -0.01
H -5.6394 3.0991 -0.5015 0.01 0.00 0.00
H -3.3436 2.1828 -0.4447 -0.03 0.01 0.01
H -4.1097 -2.3520 -0.7719 -0.03 0.01 -0.04
H -4.0568 -3.6986 -2.8169 0.01 -0.02 0.01
H -2.1340 -3.5529 -4.3589 0.02 0.00 0.01
H -0.2496 -2.0297 -3.8384 -0.02 0.00 -0.01
H -0.3262 -0.6270 -1.8197 0.04 -0.04 -0.01
H -0.8368 -3.1008 3.9364 0.01 0.00 0.01
H 1.7597 -2.3937 4.2068 0.01 0.01 0.00
H 3.4345 -0.7818 2.3757 0.04 0.03 -0.05
H 2.5701 0.7133 2.7898 0.03 -0.02 -0.02
H 4.6946 1.5129 1.8042 -0.01 0.04 0.04
H 5.7642 3.7078 1.4464 0.02 -0.02 -0.01
H 5.0130 5.1721 -0.3852 -0.01 0.00 -0.01
H 3.1726 4.4563 -1.8762 0.00 0.01 0.01
H 2.0380 2.2892 -1.4652 0.03 0.06 -0.03
H 1.7807 -2.5329 0.1559 0.01 -0.05 -0.02
H 3.0664 -4.4303 -0.7771 0.00 0.00 0.01
H 5.2687 -4.0286 -1.8264 -0.01 0.01 -0.01
H 6.1728 -1.7360 -1.9704 0.00 0.00 0.01
H 4.9036 0.1597 -1.0392 0.00 0.00 -0.02
S -2.1868 6.8940 -0.1456 0.24 -0.01 0.03
C -1.5407 5.2266 -0.1645 -0.06 0.13 0.02
C -1.5274 4.4797 -1.3345 0.04 0.05 0.12
C -0.9427 3.2264 -1.3156 0.07 -0.02 -0.24
N -0.3804 2.7130 -0.2204 -0.12 -0.94 -0.15
C -0.4031 3.4291 0.9131 0.13 0.24 0.03
C -0.9840 4.6776 0.9861 0.01 -0.04 -0.17
C -0.5572 7.6638 -0.1305 -0.27 -0.12 -0.09
C 0.1214 7.8208 -1.3292 0.11 0.05 0.05
C 1.4177 8.3171 -1.2807 -0.14 -0.06 -0.02
N 2.0264 8.6465 -0.1477 0.22 0.12 0.00
C 1.3501 8.5287 0.9879 -0.10 -0.02 0.01
C 0.0488 8.0435 1.0547 0.04 0.05 0.00
H -1.9497 4.8749 -2.2473 0.00 -0.03 -0.02
H -0.9034 2.6223 -2.2128 -0.04 -0.07 0.05
H 0.0780 2.9902 1.7776 -0.06 -0.07 -0.01
H -0.9958 5.2225 1.9186 0.05 -0.01 0.02
H -0.3440 7.5619 -2.2704 0.01 -0.01 -0.01
H 1.9897 8.4517 -2.1922 -0.01 -0.01 0.01
H 1.8710 8.8311 1.8895 -0.03 -0.01 0.00
H -0.4681 7.9680 2.0016 0.00 -0.02 0.00
```
Forces are in eV/Å.

Values from the calculation:
**Total charge**: +1
**Lowest unoccupied orbital energy**: -3.09 eV
**Frontier orbital gap**: 6.80 eV
**Max |F|**: 2.57 eV/A

Mulliken atomic charge list, values in e, 4 entries: atom 1 (Pt): 2.302, atom 2 (C): -0.747, atom 3 (P): 0.509, atom 4 (C): 0.577


The following is a quantum chemistry calculation of C3H3N3O2 in the gas phase at a distorted geometry, from the OMol25 dataset.

XYZ file:
```
11
Properties=species:S:1:pos:R:3:forces:R:3
C 1.5975 -0.0247 -0.1104 -0.43 0.06 0.83
C -0.7423 1.0278 -0.0570 -2.78 -3.98 -0.08
C -2.0079 0.3664 0.0013 0.45 0.67 1.47
H 2.8458 -1.5260 0.2587 -0.89 0.58 -0.36
H -0.5668 2.0659 0.0342 0.80 0.53 -0.05
H -3.0234 0.8142 0.3244 1.98 -0.84 -0.99
N 0.1177 -0.0590 -0.1879 0.69 1.14 -0.27
N -1.8328 -1.0254 -0.0232 2.12 1.69 -1.10
N -0.5485 -1.2739 -0.2216 -1.69 1.60 0.94
O 1.8897 -1.3698 0.0565 1.66 2.05 -0.10
O 2.2711 1.0045 -0.0750 -1.92 -3.51 -0.28
```
Forces are in eV/Å.

Values from the calculation:
**Total charge**: 0
**Lowest unoccupied orbital energy**: 0.15 eV
**SMILES**: O=C(O)n1ccnn1
**Frontier orbital gap**: 10.18 eV
**Max |F|**: 4.86 eV/A

Mulliken atomic charge list, values in e, 4 entries: atom 1 (C): 0.587, atom 2 (C): 0.027, atom 3 (C): -0.450, atom 4 (H): 0.371


The following is a quantum chemistry calculation of 2 unconnected molecules or ions with the total composition C2H6OS at a distorted geometry, from the OMol25 dataset.

XYZ file:
```
10
Properties=species:S:1:pos:R:3:forces:R:3
S 2.3914 2.1411 0.2333 -0.98 0.54 -1.29
H 3.1692 1.4449 -0.6217 -0.18 0.19 0.07
H 1.6659 2.7920 -0.8024 1.03 -0.81 1.21
C -0.7415 -1.6304 -0.5442 -1.86 -3.49 -0.61
C -0.8696 -0.6327 0.3237 -4.59 2.04 5.36
O -1.8997 -0.5438 1.3398 2.85 -0.47 -4.28
H 0.1907 -1.7999 -0.9864 1.29 0.05 -0.93
H -1.5413 -2.3860 -0.7447 0.63 0.82 0.29
H -0.2570 0.2073 0.2995 1.25 1.60 -0.08
H -2.1081 0.4075 1.5032 0.56 -0.47 0.27
```
Forces are in eV/Å.

Values from the calculation:
**Total charge**: +1
**Lowest unoccupied orbital energy (spin up / spin down)**: -5.25 / -9.49 eV
**Frontier orbital gap (spin up / spin down)**: 8.01 / 3.69 eV
**Multiplicity**: 2
**Max |F|**: 7.34 eV/A
**⟨S²⟩**: 0.76

Mulliken atomic charge list, values in e, 4 entries: atom 1 (S): -0.384, atom 2 (H): 0.197, atom 3 (H): 0.200, atom 4 (C): -0.407


no.,molecular weight (g mol⁻¹)
1,142.973
2,845.826
3,113.076
4,78.136